# C19H18Cl5N2OPtS

C19H18Cl5N2OPtS as an isolated structure in a non-equilibrium geometry (wB97M-V/def2-TZVPD, the Open Molecules 2025 dataset).

F_max = 2.12 eV Å⁻¹
E_tot = -3738.0090 a.u.
net charge = -1
LUMO level (spin up / spin down) = 2.17 / 2.38 eV

Last column: Löwdin charge in e.
Atoms and positions in Å:
Pt1 -0.522300 1.026000 0.724300  0.68
Cl1 0.524400 -0.113100 5.715600  0.68
Cl2 4.982900 -0.073800 1.382100  0.66
Cl3 3.506300 -0.209500 6.570100  0.65
Cl4 1.985100 -0.109200 0.550100  0.70
Cl5 5.759200 0.042300 4.403900  0.62
S1 -2.707000 -0.174900 -0.064900  0.48
O1 0.142300 0.049800 2.816500  -0.20
N1 -3.343600 1.885700 1.598200  -0.04
N2 -2.615000 0.068300 2.622100  -0.03
C1 3.090700 -0.110900 4.898000  -0.72
C2 3.750700 -0.067700 2.587100  -0.72
C3 0.341900 6.161100 -0.348400  -0.04
C4 -2.912400 0.987700 3.702700  -0.17
C5 -0.099400 4.854700 -0.172700  -0.18
C6 -2.597500 0.722600 1.405200  -1.05
C7 -1.462700 6.998800 1.003100  -0.11
C8 -0.327600 7.219600 0.242800  -0.10
C9 -1.921500 5.704600 1.177200  -0.08
C10 4.100200 -0.062500 3.936700  -0.73
C11 -3.195100 2.314300 2.977500  -0.18
C12 -0.251300 2.406400 -0.723700  -0.16
C13 -1.233400 4.654800 0.601900  -0.04
C14 2.425400 -0.080600 2.210500  -0.60
C15 1.764400 -0.092100 4.517700  -0.61
C16 1.905400 3.440800 0.082800  -0.07
C17 1.027700 3.910400 -2.211000  -0.06
C18 0.625100 3.634700 -0.750300  -0.59
C19 1.350900 -0.030600 3.153400  -0.51
H1 -3.304500 2.588100 0.875200  0.10
H2 -4.119300 2.787100 3.320200  0.11
H3 -2.080700 1.064700 4.407000  0.09
H4 2.514300 2.653500 -0.354900  0.06
H5 0.148800 4.138700 -2.810900  0.08
H6 -2.808600 5.513300 1.766900  0.10
H7 -3.795100 0.626500 4.246500  0.11
H8 1.730200 4.738400 -2.284800  0.07
H9 -0.949600 2.399900 -1.570600  0.04
H10 -1.911200 -0.635600 2.783200  0.10
H11 -2.356800 3.014100 3.112700  0.10
H12 1.503800 3.027300 -2.629300  0.08
H13 2.494600 4.358500 0.111500  0.08
H14 1.227300 6.365200 -0.933000  0.10
H15 1.646300 3.154100 1.103500  0.07
H16 0.052500 8.225500 0.118900  0.10
H17 -1.976100 7.828000 1.468100  0.09
H18 -1.531100 3.624200 0.755300  0.05

Cartesian forces (eV/Å) of the 3 atoms listed first:
Pt 0.52 1.33 -1.01
Cl -0.23 -0.01 0.02
Cl 0.13 0.03 -0.07



# C19H18F5GeNO4PdSSe

C19H18F5GeNO4PdSSe as an isolated structure in a non-equilibrium geometry (wB97M-V/def2-TZVPD, the Open Molecules 2025 dataset).

F_max = 2.29 eV Å⁻¹
E_tot = -6594.1622 a.u.
LUMO level = -1.82 eV

Last column: Löwdin charge in e.
Atoms and positions in Å:
Pd1 0.169827 0.822500 -0.703302  0.76
Se1 -1.193494 -0.699089 -2.057333  0.83
Ge1 -2.137149 2.738480 -0.623714  0.70
S1 2.726012 -2.157191 -0.415252  0.64
F1 -4.524388 -4.315402 -0.381467  0.13
F2 -3.737133 -4.161238 2.209377  0.14
F3 -3.418853 -2.735742 -2.230598  0.08
F4 -1.834902 -2.357285 2.929432  0.13
F5 -0.744974 -0.743718 1.139853  0.04
O1 1.630978 1.051478 0.905990  -0.07
O2 3.608128 -2.324709 -1.538297  -0.29
O3 1.685612 -3.120307 -0.206823  -0.28
O4 1.781818 2.451662 -1.777655  0.15
N1 2.118006 -0.648578 -0.413624  -0.09
C1 -3.597483 1.508539 -0.288098  -0.21
C2 -2.025527 -1.685291 -0.639708  -0.46
C3 1.245660 1.495570 -2.181004  -0.47
C4 3.603926 -1.917713 1.118632  -0.20
C5 -3.586246 -3.441432 -0.024716  -0.14
C6 3.237327 -0.687178 1.648474  -0.12
C7 -2.225989 -2.445882 1.659237  -0.14
C8 -3.191986 -3.362424 1.295875  -0.13
C9 -1.735380 2.986883 -2.508105  -0.23
C10 3.773350 -0.232911 2.836631  0.00
C11 -2.724453 4.538533 -0.103413  -0.23
C12 1.527712 0.555642 -3.299256  -0.06
C13 -3.006694 -2.609850 -0.965729  -0.26
C14 2.287587 -0.016150 0.716182  -0.49
C15 4.714137 -1.037067 3.469697  -0.06
C16 5.088189 -2.263910 2.925686  -0.06
C17 -1.670393 -1.624776 0.696999  -0.23
C18 4.531494 -2.728508 1.737763  -0.03
C19 -0.633276 2.298386 0.535341  -0.21
H1 0.185043 3.004186 0.618224  0.03
H2 -2.482140 3.675115 -2.906368  0.03
H3 1.898251 -0.355317 -2.838172  0.06
H4 -3.400961 0.897776 0.594254  0.02
H5 -4.505565 2.084461 -0.106364  0.02
H6 5.832068 -2.864618 3.432916  0.11
H7 -2.966399 4.584333 0.959843  0.02
H8 -0.753961 3.445130 -2.643688  0.02
H9 -3.618237 4.800540 -0.673322  0.02
H10 4.816147 -3.683342 1.316803  0.12
H11 -0.827935 1.738052 1.444116  0.03
H12 -3.762982 0.846625 -1.137220  0.01
H13 -1.946978 5.275296 -0.310688  0.02
H14 0.630467 0.325898 -3.868564  0.05
H15 2.287471 1.023150 -3.924956  0.10
H16 -1.778373 2.046574 -3.054514  -0.02
H17 5.175920 -0.700451 4.388311  0.11
H18 3.476721 0.725274 3.242314  0.12

Cartesian forces (eV/Å) of the 3 atoms listed first:
Pd 0.25 -1.46 1.75
Se -0.45 0.43 0.32
Ge -0.59 0.93 0.31



# C19H18F5GeNO4PdSSe

C19H18F5GeNO4PdSSe as an isolated structure (wB97M-V/def2-TZVPD, the Open Molecules 2025 dataset).

F_max = 0.40 eV Å⁻¹
E_tot = -6594.0808 a.u.
spin multiplicity = 5
LUMO level (spin up / spin down) = 0.09 / -2.34 eV

Last column: Löwdin charge in e.
Atoms and positions in Å:
Pd1 0.604917 0.642737 0.137542  0.78
Se1 -0.750016 3.411478 0.869302  0.97
Ge1 2.824394 0.161910 -1.957292  0.71
S1 2.161864 2.503770 3.018321  0.63
F1 0.548077 9.197312 0.011242  0.15
F2 2.387346 7.303276 -0.584016  0.13
F3 -2.484647 5.908984 1.350216  0.09
F4 -1.884209 8.498493 0.971279  0.13
F5 1.799553 4.708671 -0.240912  0.09
O1 0.003313 -0.316906 2.160104  -0.03
O2 3.591366 2.502804 2.948292  -0.28
O3 1.474377 3.751916 2.793627  -0.35
O4 -0.980305 -0.621782 -1.475548  0.07
N1 1.525974 1.329733 2.071008  -0.15
C1 1.832871 2.179516 5.832516  -0.02
C2 0.782762 0.701354 4.232817  -0.13
C3 1.194766 6.944144 -0.115405  -0.14
C4 2.390277 -0.710307 -0.277026  -0.23
C5 4.754386 0.438163 -2.109210  -0.22
C6 -0.363954 5.216218 0.560046  -0.49
C7 -2.726566 0.581589 -0.334467  -0.06
C8 0.878603 5.611361 0.065803  -0.25
C9 1.584567 1.785758 4.534829  -0.21
C10 2.048974 1.974816 -2.070869  -0.24
C11 0.177263 -0.034217 5.234559  0.01
C12 0.727440 0.503424 2.758338  -0.54
C13 1.228494 1.438756 6.842498  -0.06
C14 -1.284670 6.218311 0.866826  -0.25
C15 0.255208 7.916094 0.190183  -0.12
C16 0.411302 0.350329 6.548978  -0.06
C17 2.135110 -0.888265 -3.449186  -0.22
C18 -1.327703 0.292856 -0.793067  -0.38
C19 -0.990537 7.555077 0.680253  -0.14
H1 -0.449266 -0.881054 4.989851  0.12
H2 2.333630 -0.374458 -4.390414  0.02
H3 5.110621 1.057293 -1.285711  0.02
H4 1.974689 -1.713181 -0.299930  0.00
H5 1.397654 1.711480 7.875780  0.11
H6 2.611761 -1.867820 -3.485214  0.02
H7 -3.021281 1.575767 -0.670060  0.07
H8 -3.412453 -0.176427 -0.712289  0.09
H9 2.505773 2.438028 -2.949206  0.03
H10 2.468922 3.025180 6.054859  0.12
H11 2.298691 2.594939 -1.210029  0.00
H12 4.978069 0.947236 -3.047561  0.02
H13 3.027164 -0.523658 0.582290  -0.01
H14 1.059249 -1.031521 -3.350577  0.01
H15 -2.715475 0.592945 0.756132  0.08
H16 -0.042966 -0.204730 7.358783  0.11
H17 0.966745 2.001376 -2.222296  0.00
H18 5.295473 -0.507265 -2.087987  0.02

Cartesian forces (eV/Å) of the 3 atoms listed first:
Pd 0.26 0.00 0.28
Se -0.16 0.06 -0.11
Ge 0.09 0.04 -0.07